Entry 1:
A 12-piece molecular cluster, C50H76F27NO24 overall in a non-equilibrium geometry, computed with wB97M-V/def2-TZVPD.

For the calculated total energy, the calculation gives -177080.0645 eV. Its structure (SMILES) is CCOC(=O)C(F)(F)F.CCOC(=O)C(F)(F)F.CCOC(=O)C(F)(F)F.CCOC(=O)C(F)(F)F.CCOC(=O)C(F)(F)F.CCOC(=O)C(F)(F)F.CCOC(=O)C(F)(F)F.CCOC(=O)C(F)(F)F.CCOC(=O)C(F)(F)F.COCCOCCOC.COCCOCCOC.CC#N. The value obtained for the orbital gap is 9.92 eV.

The geometry in ORCA input format:
```
! wB97M-V def2-TZVPD RIJCOSX def2/J DEFGRID3
* xyz 0 1
C 0.194 -6.889 4.887
C 0.966 -7.641 3.804
O 1.251 -6.653 2.766
C 2.518 -6.080 2.559
O 3.510 -6.262 3.248
C 2.649 -5.186 1.298
F 3.671 -5.552 0.495
F 1.437 -5.179 0.575
F 2.922 -3.966 1.769
H 0.127 -7.489 5.795
H -0.785 -6.631 4.485
H 0.619 -5.908 5.100
H 0.298 -8.455 3.520
H 1.888 -8.113 4.143
C -4.378 4.539 0.005
C -5.236 3.696 -0.899
O -5.383 4.355 -2.131
C -6.287 5.360 -2.275
O -7.059 5.782 -1.412
C -6.105 5.996 -3.698
F -5.486 7.155 -3.525
F -5.410 5.199 -4.486
F -7.291 6.106 -4.216
H -3.437 4.874 -0.431
H -4.140 3.991 0.917
H -4.847 5.503 0.204
H -6.126 3.397 -0.345
H -4.790 2.730 -1.135
C 2.102 -2.258 -6.125
C 1.083 -3.204 -5.483
O -0.069 -3.024 -6.243
C -1.209 -3.567 -5.826
O -1.303 -4.303 -4.854
C -2.436 -3.157 -6.623
F -3.076 -2.087 -6.092
F -2.124 -2.967 -7.940
F -3.320 -4.167 -6.598
H 2.235 -2.515 -7.176
H 3.081 -2.264 -5.644
H 1.784 -1.215 -6.113
H 0.989 -2.943 -4.428
H 1.308 -4.270 -5.479
C -6.335 1.370 -4.616
C -6.805 0.189 -3.714
O -5.707 -0.726 -3.565
C -4.766 -0.561 -2.570
O -4.885 0.201 -1.653
C -3.562 -1.516 -2.753
F -3.310 -2.145 -1.628
F -3.831 -2.374 -3.700
F -2.521 -0.791 -3.134
H -7.083 2.156 -4.730
H -6.189 1.060 -5.650
H -5.395 1.876 -4.398
H -7.691 -0.203 -4.213
H -7.089 0.690 -2.789
C -2.372 7.418 -2.428
C -1.342 7.742 -1.354
O -1.177 6.564 -0.528
C -0.987 6.754 0.752
O -0.988 7.867 1.308
C -0.696 5.462 1.540
F -1.646 5.256 2.459
F -0.686 4.409 0.763
F 0.499 5.469 2.166
H -2.471 8.250 -3.126
H -3.341 7.115 -2.032
H -1.994 6.597 -3.037
H -1.522 8.621 -0.735
H -0.442 8.050 -1.886
C -1.137 2.583 -1.686
C -1.378 1.406 -0.700
O -0.716 0.260 -1.051
C -0.424 -0.683 -0.072
O -0.752 -0.675 1.129
C 0.319 -1.914 -0.567
F 0.609 -1.786 -1.860
F 1.449 -2.177 0.119
F -0.410 -3.010 -0.490
H -0.193 3.110 -1.547
H -1.920 3.337 -1.597
H -1.157 2.258 -2.726
H -2.456 1.270 -0.614
H -1.156 1.779 0.300
C -2.186 2.436 3.815
C -1.388 1.416 4.608
O -0.111 1.901 4.930
C 0.205 2.489 6.139
O -0.559 2.526 7.086
C 1.690 3.000 6.174
F 2.402 2.653 5.078
F 1.724 4.288 6.282
F 2.281 2.541 7.257
H -2.506 3.288 4.416
H -3.072 1.975 3.379
H -1.588 2.777 2.970
H -1.280 0.563 3.938
H -2.022 1.208 5.470
C -1.820 -4.232 1.932
C -3.130 -3.551 1.324
O -3.624 -2.565 2.218
C -4.692 -1.812 1.845
O -5.265 -1.997 0.777
C -5.071 -0.692 2.911
F -6.220 -1.129 3.512
F -4.098 -0.531 3.817
F -5.299 0.464 2.301
H -0.852 -3.764 1.756
H -1.699 -5.247 1.554
H -1.945 -4.351 3.008
H -3.873 -4.341 1.212
H -2.926 -3.134 0.338
C 4.141 -2.750 -1.692
C 5.333 -3.697 -1.612
O 5.226 -4.613 -2.723
C 5.979 -5.735 -2.755
O 6.824 -6.003 -1.889
C 5.767 -6.697 -3.935
F 4.596 -6.564 -4.516
F 6.685 -6.468 -4.902
F 5.991 -7.965 -3.604
H 3.193 -3.204 -1.402
H 3.991 -2.401 -2.713
H 4.332 -1.864 -1.086
H 5.277 -4.170 -0.631
H 6.297 -3.189 -1.621
C -1.344 3.820 -5.832
O -1.032 4.110 -4.497
C 0.253 4.738 -4.251
C 1.537 4.000 -4.652
O 1.700 2.842 -3.845
C 2.609 1.849 -4.396
C 2.643 0.641 -3.486
O 3.374 0.678 -2.304
C 2.977 1.666 -1.413
H -0.585 3.112 -6.163
H -1.170 4.743 -6.385
H -2.299 3.325 -6.009
H 0.197 5.018 -3.200
H 0.143 5.659 -4.823
H 2.406 4.645 -4.521
H 1.460 3.762 -5.712
H 3.639 2.206 -4.428
H 2.249 1.687 -5.412
H 3.037 -0.216 -4.033
H 1.604 0.442 -3.226
H 3.572 1.658 -0.500
H 1.935 1.576 -1.105
H 2.957 2.676 -1.821
C 8.124 -1.257 6.678
O 7.053 -1.147 7.606
C 6.280 -2.350 7.839
C 5.028 -2.343 6.903
O 4.276 -1.198 7.140
C 3.429 -0.752 6.058
C 2.209 -1.753 5.797
O 1.483 -1.210 4.636
C 0.238 -1.909 4.543
H 8.807 -0.417 6.810
H 7.567 -1.366 5.748
H 8.765 -2.114 6.886
H 5.915 -2.453 8.861
H 6.912 -3.202 7.589
H 4.366 -3.208 6.935
H 5.410 -2.307 5.883
H 3.909 -0.611 5.090
H 3.013 0.227 6.298
H 1.535 -1.669 6.650
H 2.590 -2.766 5.676
H -0.423 -1.851 5.408
H 0.379 -2.988 4.494
H -0.367 -1.480 3.743
C 2.484 0.812 2.558
C 2.241 2.065 1.810
N 2.016 3.024 1.253
H 2.298 -0.094 1.981
H 1.751 0.735 3.361
H 3.463 0.795 3.036
*
```

Entry 2:
C41H76BF3HgN4O15S as an isolated structure in a non-equilibrium geometry, computed with wB97M-V/def2-TZVPD.

For the calculated total energy, the calculation gives -104257.7750 eV. The value obtained for the orbital gap is 7.14 eV.

The geometry in ORCA input format:
```
! wB97M-V def2-TZVPD RIJCOSX def2/J DEFGRID3
* xyz 0 1
Hg 17.410 -12.810 12.943
O 16.041 -13.159 11.169
C 15.478 -13.573 10.100
O 14.449 -13.093 9.310
B 14.262 -13.921 8.116
O 15.105 -15.110 8.352
C 15.865 -14.862 9.429
O 16.721 -15.577 9.895
O 14.695 -13.038 6.949
C 13.709 -12.883 6.089
O 13.738 -12.318 4.985
C 12.509 -13.593 6.655
O 12.809 -14.153 7.806
O 11.447 -13.778 6.072
C 18.731 -10.265 16.798
F 19.062 -11.467 17.197
F 17.429 -10.014 17.112
F 19.490 -9.339 17.324
S 18.880 -10.120 14.845
O 20.329 -10.179 14.538
O 18.102 -11.277 14.291
O 18.295 -8.801 14.606
C 18.826 -11.775 9.108
C 17.986 -10.512 9.138
C 17.229 -10.622 7.765
C 16.147 -9.578 7.606
C 15.161 -9.664 8.821
C 15.838 -9.633 10.237
N 17.079 -10.581 10.269
O 17.677 -10.693 11.507
C 16.262 -8.112 10.462
C 14.863 -10.038 11.351
C 18.872 -9.288 9.060
H 18.176 -12.650 9.122
H 19.335 -11.681 10.067
H 19.528 -11.804 8.274
H 17.965 -10.801 6.981
H 16.825 -11.621 7.598
H 15.527 -9.707 6.719
H 16.615 -8.614 7.409
H 14.456 -10.496 8.831
H 14.425 -8.874 8.671
H 15.333 -7.541 10.461
H 16.718 -7.874 11.424
H 16.864 -7.643 9.684
H 13.998 -9.375 11.369
H 14.603 -11.096 11.331
H 15.368 -10.028 12.318
H 19.024 -8.835 10.040
H 18.416 -8.579 8.370
H 19.838 -9.470 8.590
H 17.896 -9.774 11.679
C 19.573 -16.938 10.576
C 19.412 -16.481 12.125
C 20.502 -17.226 12.935
C 21.940 -16.616 12.788
C 21.965 -15.143 13.129
C 20.933 -14.301 12.347
N 19.592 -14.983 12.310
O 18.577 -14.363 11.603
C 20.776 -12.928 12.934
C 21.553 -14.073 10.970
C 18.047 -16.950 12.648
H 18.958 -16.367 9.882
H 19.266 -17.982 10.502
H 20.644 -16.837 10.397
H 20.263 -17.337 13.993
H 20.529 -18.257 12.583
H 22.317 -16.802 11.782
H 22.675 -17.149 13.392
H 22.963 -14.840 12.811
H 21.872 -14.834 14.170
H 20.275 -12.167 12.336
H 20.278 -12.941 13.903
H 21.717 -12.398 13.079
H 20.765 -13.788 10.273
H 22.193 -13.193 11.017
H 22.193 -14.889 10.636
H 18.026 -16.724 13.714
H 17.700 -17.981 12.582
H 17.184 -16.406 12.263
H 18.746 -14.669 10.709
C 18.372 -14.440 15.807
C 16.872 -14.483 16.017
C 16.697 -13.802 17.413
C 15.286 -13.433 17.782
C 14.724 -12.432 16.780
C 14.822 -13.058 15.308
N 16.095 -13.749 14.969
O 15.977 -14.543 13.760
C 13.632 -13.999 15.035
C 14.648 -11.841 14.373
C 16.434 -15.926 16.200
H 18.801 -15.429 15.968
H 18.868 -13.588 16.272
H 18.539 -14.357 14.733
H 16.908 -14.494 18.228
H 17.396 -13.019 17.710
H 15.170 -13.084 18.809
H 14.582 -14.263 17.840
H 15.225 -11.466 16.842
H 13.687 -12.229 17.050
H 13.575 -14.725 15.846
H 12.670 -13.497 14.933
H 13.623 -14.522 14.078
H 15.407 -11.060 14.427
H 14.643 -12.165 13.332
H 13.722 -11.336 14.649
H 15.529 -16.001 16.802
H 17.118 -16.452 16.866
H 16.388 -16.528 15.293
H 15.404 -15.176 14.199
C 12.843 -17.410 9.833
C 12.367 -16.876 11.167
C 11.010 -17.505 11.500
C 11.076 -18.925 12.199
C 12.054 -18.948 13.363
C 13.488 -18.445 13.048
N 13.348 -17.124 12.299
O 14.529 -16.484 12.134
C 14.201 -18.232 14.428
C 14.321 -19.475 12.229
C 12.156 -15.319 11.106
H 12.946 -18.495 9.800
H 13.813 -16.970 9.602
H 12.164 -17.118 9.031
H 10.513 -16.835 12.202
H 10.472 -17.676 10.567
H 11.430 -19.612 11.430
H 10.145 -19.359 12.565
H 12.061 -20.016 13.583
H 11.658 -18.386 14.209
H 14.067 -19.070 15.112
H 15.235 -17.972 14.199
H 13.803 -17.324 14.882
H 13.680 -20.218 11.755
H 14.973 -19.065 11.457
H 14.867 -20.146 12.893
H 13.001 -14.697 10.811
H 11.884 -14.966 12.101
H 11.337 -15.031 10.448
H 14.898 -16.914 11.360
*
```

Entry 3:
A 2-piece molecular cluster, C4H12OSi overall in a non-equilibrium geometry, computed with wB97M-V/def2-TZVPD.

The energy above the lowest of the compared OMol25 structures with the same formula, charge and spin is 346.0 kJ/mol. For the calculated total energy, the calculation gives -14266.1511 eV. The value obtained for the orbital gap is 8.35 eV.

The geometry in ORCA input format:
```
! wB97M-V def2-TZVPD RIJCOSX def2/J DEFGRID3
* xyz 0 1
C 2.554 0.006 0.463
C -2.026 -1.442 -0.154
C 1.021 -0.089 0.189
C 0.484 1.121 -0.467
O -2.898 0.930 0.767
Si -2.055 0.408 -0.515
H 3.120 0.183 -0.535
H 2.759 0.944 1.055
H 2.949 -0.772 1.093
H -2.639 -2.159 -0.753
H -0.987 -1.586 -0.266
H -2.525 -1.508 0.895
H 0.760 -1.077 -0.262
H 0.674 -0.030 1.213
H 0.619 1.481 -1.501
H 0.714 2.051 0.083
H -3.304 1.834 0.787
H -2.358 1.034 -1.784
*
```

no.,LUMO level (eV),HOMO level (eV)
1,0.23,-9.69
2,-1.44,-8.59
3,0.65,-7.70